1.
Density functional theory data (ωB97M-V/def2-TZVPD) for a structure of composition C25H53ClOP2PdSi2 in a non-equilibrium geometry.

Summary:
HOMO energy (alpha / beta), eV: -2.710 / -7.559
Energy, Ha: -2909.28127
Largest force on an atom, eV/A: 2.3
Kohn-Sham gap (alpha / beta), eV: 3.41 / 5.43
Multiplicity: 5

Cartesian coordinates (Å):
Pd: 0.38479 -0.02711 0.04142
C: -1.48051 1.16099 0.98078
C: -1.27978 0.82585 2.40226
C: -0.64405 1.93955 2.94427
Si: -2.07827 -0.74322 3.04545
C: -0.50587 2.96495 1.96082
C: -1.02953 2.54549 0.74104
Si: -1.48393 3.33497 -0.89543
H: -4.70693 0.66514 0.02888
H: -0.34940 2.03502 3.98674
H: -0.06758 3.94253 2.14200
Cl: 4.12390 -2.60745 -2.04740
C: -3.34326 3.51176 -1.01713
C: -0.65126 4.99762 -0.98962
C: -3.93890 -0.59241 2.94285
C: -1.52495 -0.99975 4.80323
H: -0.96174 5.59671 -0.12212
H: -0.95997 5.52939 -1.89981
H: 0.44228 4.92253 -0.98756
H: -3.84898 2.54783 -1.16987
H: -3.59036 4.17001 -1.86211
H: -3.72993 3.96993 -0.09408
H: -1.76659 -0.09754 5.38143
H: -0.44926 -1.19037 4.88611
H: -2.06029 -1.84621 5.25301
H: -4.25077 0.37025 3.37389
H: -4.40158 -1.40080 3.52567
H: -4.30924 -0.65392 1.91055
C: -0.85470 2.14853 -2.24023
C: -1.48403 -2.13785 1.89893
P: 0.66821 1.19461 -1.88835
H: -0.75109 2.72532 -3.17174
H: -1.64822 1.39968 -2.41027
P: 0.20060 -2.00466 1.20021
H: -2.17258 -2.16933 1.03532
H: -1.58873 -3.08754 2.44388
C: 0.61173 -3.64650 0.43780
C: 1.36212 -1.84801 2.64277
C: 1.98832 2.44868 -1.50511
C: 1.20705 0.42853 -3.49248
C: 0.76529 -1.03249 -3.56311
H: 2.30898 0.45125 -3.44642
C: 0.74288 1.18322 -4.74069
H: -0.34953 1.16075 -4.82819
H: 1.14976 0.68012 -5.62772
H: 1.08168 2.22413 -4.77392
H: 1.32507 -1.63693 -2.84311
H: 0.96618 -1.44150 -4.56293
H: -0.31092 -1.13796 -3.36338
H: 1.58731 2.97034 -0.61830
C: 2.23006 3.45359 -2.63598
C: 3.29407 1.74891 -1.11740
H: 1.31857 3.96119 -2.97649
H: 2.71479 2.97071 -3.49457
H: 2.91933 4.22755 -2.26929
H: 3.16303 1.07491 -0.25937
H: 4.03407 2.51163 -0.83828
H: 3.70790 1.17532 -1.95976
H: 1.01899 -0.92368 3.14013
C: 2.79939 -1.64330 2.15432
C: 1.28597 -3.02760 3.61653
H: 0.26780 -3.24203 3.96605
H: 1.89474 -2.78337 4.49883
H: 1.71173 -3.93409 3.16596
H: 2.89743 -0.75962 1.50784
H: 3.16643 -2.52458 1.60774
H: 3.44914 -1.49836 3.02841
C: 0.37738 -3.61309 -1.07178
C: -0.13100 -4.82931 1.06265
H: 1.69456 -3.76078 0.61609
H: -1.21003 -4.75186 0.88433
H: 0.04577 -4.93329 2.13845
H: 0.21478 -5.75306 0.58064
H: -0.63549 -3.26152 -1.31590
H: 0.49843 -4.62002 -1.49411
H: 1.10652 -2.96150 -1.56248
C: 5.11850 -1.65051 -0.96619
H: 4.49356 -0.99385 -0.36309
H: 5.67788 -2.32528 -0.31367
H: 5.81636 -1.05480 -1.55888
C: -5.20037 0.05339 -0.73438
O: -2.00693 0.39086 0.10320
H: -4.78544 0.30251 -1.71591
H: -6.28165 0.23551 -0.74523
H: -5.00970 -1.00472 -0.52662

Cartesian forces (eV/Å) of the 3 atoms listed first:
0.3 -0.2 -0.1
-0.2 -0.4 -0.5
-1.0 -0.7 -1.5



2.
Density functional theory data (ωB97M-V/def2-TZVPD) for a cluster of 10 separate species, C25H53N15O5 in total in a non-equilibrium geometry.

Summary:
Energy relative to the best compared isomer or geometry (same formula, charge and spin), kcal per mole: 0.0
HOMO energy, eV: -8.302
Energy, Ha: -2181.97565
Largest force on an atom, eV/A: 8.5
SMILES: c1cc[nH]c1.NC(N)=O.NC(N)=O.NC(N)=O.NC(N)=O.NC(N)=O.CCCC#N.CCCC#N.CCCC#N.CCCC#N
Kohn-Sham gap, eV: 8.53
Multiplicity: 1

Cartesian coordinates (Å):
C: -2.97777 2.48410 1.01168
O: -2.75542 1.36949 1.41233
N: -2.36650 2.95723 -0.06658
N: -3.99019 3.14322 1.37151
H: -2.76344 3.79042 -0.47685
H: -1.85592 2.38823 -0.72661
H: -4.18555 4.01910 0.90807
H: -4.45272 2.73468 2.17104
C: -3.94903 0.06823 4.34842
O: -4.43071 -0.04217 5.43355
N: -4.40761 -0.06288 3.14930
N: -2.86756 0.83346 4.16595
H: -3.72295 0.12209 2.43018
H: -5.35510 -0.28661 2.88041
H: -2.63940 1.07175 3.21135
H: -2.12592 0.93616 4.84382
C: -0.05134 0.05598 -0.63646
O: -0.68002 0.87774 -1.29964
N: 0.92720 -0.71844 -1.13063
N: -0.29382 -0.21131 0.62263
H: 1.14202 -0.42600 -2.07320
H: 1.17625 -1.50641 -0.54996
H: -1.04163 0.19644 1.16542
H: 0.11033 -0.99386 1.11698
C: 2.42935 3.93410 -2.75190
O: 2.07332 4.95146 -2.26859
N: 3.39793 3.83590 -3.53097
N: 1.79084 2.81035 -2.57402
H: 3.67629 3.00057 -4.02579
H: 3.73585 4.74013 -3.82810
H: 2.11026 1.95173 -2.99926
H: 0.95920 2.80571 -2.00092
C: 0.64910 -0.25396 -4.37337
O: 1.60241 0.05216 -3.69496
N: -0.55290 -0.04071 -4.06206
N: 0.75871 -0.76849 -5.55784
H: -1.22868 -0.13055 -4.80728
H: -0.78043 0.29998 -3.13888
H: 1.65736 -0.83603 -6.01387
H: -0.06672 -0.80008 -6.13902
C: 0.74639 1.68535 3.76135
C: 0.22632 2.65135 2.73919
C: 0.93329 3.99240 3.00428
C: 0.50459 5.14976 2.21826
N: 0.12569 6.08403 1.60827
H: 0.37401 2.02351 4.72834
H: 1.83189 1.72852 3.85041
H: 0.23631 0.72417 3.69772
H: -0.82983 2.82954 2.94143
H: 0.31130 2.16520 1.76732
H: 2.00961 3.82627 2.95926
H: 0.74997 4.09431 4.07391
C: 4.48219 -4.27148 -2.60621
C: 3.32974 -3.33845 -3.08575
C: 3.86048 -2.18905 -4.02976
C: 4.50631 -1.06095 -3.28285
N: 4.97966 -0.15948 -2.69691
H: 4.01772 -4.87846 -1.82906
H: 5.35472 -3.83708 -2.11826
H: 4.89711 -4.82303 -3.44985
H: 2.76937 -2.91543 -2.25200
H: 2.63918 -3.89188 -3.72210
H: 3.03342 -1.79931 -4.62320
H: 4.57667 -2.65886 -4.70389
C: 3.45241 -0.84306 3.95032
C: 4.46287 -0.45828 2.78583
C: 3.81054 -0.25427 1.35533
C: 3.08728 -1.52594 1.01074
N: 2.52336 -2.48290 0.67642
H: 2.43564 -1.17756 3.74442
H: 3.48564 -0.11470 4.76055
H: 3.77727 -1.78973 4.38205
H: 5.28216 -1.17300 2.70822
H: 4.81946 0.50224 3.15779
H: 4.67754 -0.16187 0.70121
H: 3.16389 0.61793 1.25936
C: -2.76698 -2.71355 1.02337
C: -2.91678 -3.70096 2.19436
C: -1.58410 -3.79974 2.95075
C: -0.95144 -2.64340 3.58393
N: -0.40057 -1.82560 4.17438
H: -2.33086 -1.81237 1.45439
H: -3.66728 -2.54367 0.43286
H: -1.99188 -3.00537 0.31473
H: -3.15943 -4.67818 1.77690
H: -3.83687 -3.40487 2.69821
H: -0.87873 -4.21086 2.22857
H: -1.55886 -4.64128 3.64305
N: -3.42785 0.29506 -2.23141
C: -3.72593 -1.00125 -2.32919
C: -4.90003 -1.18810 -3.00047
C: -5.23291 0.07095 -3.42662
C: -4.44130 1.01179 -2.77710
H: -2.61032 0.63408 -1.74477
H: -2.96839 -1.66176 -1.93389
H: -5.41429 -2.10747 -3.23858
H: -6.13963 0.21356 -3.99576
H: -4.39496 2.09060 -2.75609

Cartesian forces (eV/Å) of the 3 atoms listed first:
1.8 -1.8 -3.9
1.6 -3.0 1.6
1.1 1.9 -2.0



3.
Density functional theory data (ωB97M-V/def2-TZVPD) for a cluster of 7 separate species, C25H53N3O11 in total in a non-equilibrium geometry.

Summary:
Energy relative to the best compared isomer or geometry (same formula, charge and spin), kcal per mole: 0.0
HOMO energy, eV: -9.383
Energy, Ha: -1976.30168
Largest force on an atom, eV/A: 1.7
SMILES: CCOC(C)=O.CCOC(C)=O.CCOC(C)=O.CCOC(C)=O.CN(C)C=O.CN(C)C=O.CN(C)C=O
Kohn-Sham gap, eV: 9.81
Multiplicity: 1

Cartesian coordinates (Å):
C: -0.46937 -0.28977 -0.64477
O: -1.00947 -0.71846 0.35629
N: 0.78721 0.20378 -0.68400
C: 1.50873 0.50649 0.55112
C: 1.32730 0.76783 -1.89582
H: -0.95713 -0.38439 -1.62913
H: 2.55660 0.21390 0.45690
H: 1.22912 -0.15681 1.36991
H: 1.23202 1.53905 0.75141
H: 0.65238 0.64783 -2.74868
H: 1.35734 1.86376 -1.81877
H: 2.29196 0.35040 -2.17803
C: 4.13567 -3.82691 0.33919
O: 4.56058 -4.76798 0.96909
N: 4.11639 -3.69202 -1.00696
C: 3.47770 -2.57829 -1.66286
C: 4.62770 -4.73360 -1.89254
H: 3.60728 -2.96996 0.80316
H: 4.18224 -2.19395 -2.41305
H: 3.19199 -1.74618 -1.02325
H: 2.59067 -2.85926 -2.24310
H: 5.40408 -4.21965 -2.47106
H: 5.14313 -5.47241 -1.28518
H: 3.87039 -5.18124 -2.52914
C: -2.23080 4.51555 2.80774
O: -3.29273 3.95220 2.68953
N: -1.16080 4.32371 1.99411
C: -1.23715 3.44634 0.84874
C: 0.12036 4.96682 2.20380
H: -1.98214 5.31360 3.53158
H: -0.31901 2.97611 0.50881
H: -1.78640 3.96031 0.05737
H: -1.83638 2.56835 1.11209
H: 0.92665 4.23400 2.33507
H: 0.37980 5.45966 1.25883
H: 0.21584 5.65950 3.03483
O: -0.17031 -4.41398 4.23732
C: -0.50139 -3.30392 3.90385
O: -1.74092 -2.83848 4.01243
C: -2.63095 -3.61609 4.80904
C: -3.76726 -2.71570 5.26855
C: 0.46636 -2.30871 3.31857
H: -2.10478 -4.06266 5.65262
H: -3.05855 -4.46184 4.26774
H: -4.53215 -2.66842 4.49579
H: -3.45630 -1.72544 5.59614
H: -4.22988 -3.14251 6.16401
H: 0.81718 -1.58954 4.05783
H: -0.05421 -1.89938 2.44914
H: 1.37541 -2.78649 2.95991
O: -1.02873 0.07070 -4.78456
C: -1.90362 -0.58772 -5.28877
O: -3.05092 -0.10195 -5.71812
C: -3.22428 1.31890 -5.80877
C: -3.23588 2.02089 -4.45808
C: -1.86426 -2.08128 -5.45386
H: -4.17239 1.45371 -6.32717
H: -2.46024 1.72298 -6.47952
H: -3.84256 1.44203 -3.76228
H: -3.59497 3.04325 -4.56602
H: -2.21623 2.07675 -4.08200
H: -2.60458 -2.57884 -4.82439
H: -0.89215 -2.42592 -5.11436
H: -2.12899 -2.33752 -6.47748
O: 5.49954 -0.07807 0.23575
C: 6.30306 -0.87632 0.67193
O: 6.54266 -1.04488 1.96224
C: 5.76827 -0.29645 2.87732
C: 4.47884 -0.96896 3.26430
C: 7.15411 -1.70000 -0.24977
H: 5.62217 0.71196 2.48151
H: 6.37596 -0.11883 3.76683
H: 3.99923 -0.36427 4.03351
H: 4.58838 -2.02116 3.51865
H: 3.77745 -0.95052 2.42140
H: 7.94978 -1.09171 -0.67053
H: 6.50878 -2.14728 -0.99914
H: 7.62477 -2.49869 0.32696
O: -6.12948 1.33510 -1.77669
C: -5.16516 1.57056 -1.09305
O: -4.71263 2.80359 -0.83526
C: -5.54661 3.90347 -1.22730
C: -4.93938 5.18293 -0.72740
C: -4.30404 0.53986 -0.42833
H: -6.54335 3.74421 -0.80355
H: -5.71478 3.84951 -2.30645
H: -4.90625 5.15903 0.36808
H: -5.51703 6.05220 -1.02719
H: -3.87569 5.25815 -0.96618
H: -4.44749 -0.45518 -0.83693
H: -4.53548 0.48525 0.63651
H: -3.25978 0.83534 -0.51802

Cartesian forces (eV/Å) of the 3 atoms listed first:
0.1 -0.8 0.1
-0.2 0.2 0.2
0.1 -0.4 -0.1



4.
Density functional theory data (ωB97M-V/def2-TZVPD) for a cluster of 3 separate species, C25H53NO7S in total.

Summary:
HOMO energy, eV: -9.364
Energy, Ha: -1963.85133
Largest force on an atom, eV/A: 0.7
SMILES: CCCCCCCCCCCCCCOC(=O)N(S)CC=O.COCCOC.COCCOC
Kohn-Sham gap, eV: 9.83
Multiplicity: 1

Cartesian coordinates (Å):
C: 2.04975 -4.47662 4.27505
C: 0.82444 -3.57506 4.40339
C: 1.05977 -2.07709 4.09217
C: 2.24184 -1.75498 3.17823
C: 1.96047 -2.08163 1.71121
C: 3.19469 -1.96202 0.80148
C: 2.87104 -1.38737 -0.57682
C: 2.36532 0.05753 -0.62669
C: 3.14457 1.11892 0.16816
C: 2.18723 2.17904 0.73720
C: 1.55061 1.73698 2.05164
C: 0.42952 2.67232 2.54987
C: -0.99079 2.08884 2.44379
C: -1.19237 1.24958 1.19069
O: -2.58311 1.12441 0.82299
C: -3.35513 0.55468 1.77750
O: -4.13015 1.15852 2.45534
N: -3.13766 -0.84598 1.82804
S: -3.55202 -1.59080 3.31093
C: -3.51462 -1.52175 0.56421
C: -4.92484 -2.07320 0.56942
O: -5.17920 -3.22336 0.80992
H: 2.39130 -4.56803 3.24226
H: 1.80838 -5.48465 4.62216
H: 2.87943 -4.11740 4.88853
H: 0.47235 -3.65095 5.43661
H: 0.01118 -3.96349 3.78538
H: 0.16194 -1.68972 3.59478
H: 1.14409 -1.51186 5.02437
H: 3.16066 -2.25695 3.49222
H: 2.45004 -0.68189 3.26056
H: 1.13588 -1.46336 1.34072
H: 1.59516 -3.11501 1.66746
H: 3.61058 -2.96294 0.64589
H: 3.98540 -1.39761 1.30660
H: 3.73216 -1.50805 -1.24257
H: 2.08417 -2.01835 -1.00620
H: 1.30460 0.10098 -0.35565
H: 2.40173 0.36257 -1.67720
H: 3.85422 1.63035 -0.48664
H: 3.70420 0.68254 0.99930
H: 2.68989 3.13793 0.89112
H: 1.41195 2.35432 -0.01887
H: 1.17560 0.71520 1.95861
H: 2.34758 1.69200 2.80106
H: 0.47989 3.61194 1.99022
H: 0.61148 2.92284 3.59645
H: -1.72645 2.89746 2.41455
H: -1.20946 1.49371 3.33584
H: -0.72524 1.73598 0.33174
H: -0.75735 0.25067 1.27721
H: -4.84312 -1.22229 3.40007
H: -3.44539 -0.77287 -0.22785
H: -2.81024 -2.32602 0.34486
H: -5.72917 -1.35677 0.32383
C: 0.65930 -3.92790 -5.44141
O: -0.50510 -3.15043 -5.23487
C: -0.81451 -2.94152 -3.86850
C: -0.40838 -1.56056 -3.40726
O: 0.99894 -1.39592 -3.41446
C: 1.47982 -0.64420 -4.51260
H: 0.88190 -3.89933 -6.50638
H: 1.51275 -3.52986 -4.88649
H: 0.49242 -4.96871 -5.14383
H: -0.32722 -3.69757 -3.24447
H: -1.89736 -3.05200 -3.75162
H: -0.75417 -1.41461 -2.37745
H: -0.88686 -0.80274 -4.03607
H: 1.18757 0.40842 -4.42400
H: 1.11292 -1.03988 -5.46298
H: 2.56668 -0.70787 -4.49609
C: -3.03821 4.09651 -0.53874
O: -2.80234 5.25045 -1.32337
C: -1.48222 5.74799 -1.18940
C: -0.58891 5.30266 -2.32542
O: -0.36425 3.90058 -2.29749
C: -1.13720 3.17934 -3.23712
H: -4.01854 3.70409 -0.80154
H: -2.28662 3.32808 -0.73412
H: -3.03263 4.33820 0.52980
H: -1.04642 5.42508 -0.23762
H: -1.53910 6.84072 -1.18191
H: 0.38443 5.79310 -2.22691
H: -1.02628 5.60367 -3.28235
H: -0.80042 3.38172 -4.25978
H: -2.19994 3.42134 -3.15572
H: -0.99687 2.11992 -3.02501

Cartesian forces (eV/Å) of the 3 atoms listed first:
-0.1 -0.2 0.1
0.1 0.1 0.2
-0.1 -0.1 -0.1



Q: Look up the energy of the third one.
A: -1976.30168 Ha



Q: Look up the multiplicity of the fourth one.
A: 1